# 1
C5H7BrO2 | the ωB97M-V functional and the def2-TZVPD basis

HOMO level (alpha / beta) = -6.72 / -8.58 eV
Kohn-Sham gap (alpha / beta) = 6.26 / 9.43 eV
Energy = -2919.01145 hartree
Energy relative to the best compared isomer or geometry (same formula, charge and spin) = 97.3 kcal per mole

Atoms and positions in Å:
C (1.07, -0.20, 1.10)
C (-0.40, 0.04, 1.13)
C (-1.35, 0.20, -0.08)
C (-1.12, -0.07, -1.51)
C (1.95, 0.75, 0.33)
O (-1.33, -0.95, 0.70)
O (-0.68, -1.29, -1.97)
Br (1.57, 0.74, -1.53)
H (1.36, -0.13, 2.09)
H (1.41, -1.14, 0.70)
H (-0.85, 0.68, 1.90)
H (-2.18, 0.87, -0.02)
H (-1.31, 0.58, -2.35)
H (2.16, 1.66, 0.76)
H (-0.30, -1.74, -1.25)

The computed Mulliken charges, all in e, follow: -0.920 0.265 0.291 -1.044 -0.505 -0.482 -0.438 -0.054 0.444 0.309 0.372 0.402 0.549 0.458 0.352

# 2
C30H25N7O3S3Tc | the ωB97M-V functional and the def2-TZVPD basis

2S+1 = 4
HOMO level (alpha / beta) = -7.47 / -7.82 eV
<S²> = 3.7805
Kohn-Sham gap (alpha / beta) = 6.54 / 6.09 eV
Energy = -3042.66523 hartree
Energy relative to the best compared isomer or geometry (same formula, charge and spin) = 0.0 kcal per mole

Atoms and positions in Å:
Tc (-0.24, 0.57, 0.65)
C (-0.74, -3.44, -0.87)
C (-0.81, -2.16, -0.12)
N (-0.25, -1.08, -0.54)
N (0.40, -1.01, -1.73)
C (1.06, 0.13, -1.78)
O (1.01, 1.06, -0.88)
C (1.97, 0.34, -2.92)
C (2.54, -0.76, -3.57)
C (3.41, -0.54, -4.62)
C (3.72, 0.75, -5.03)
C (3.15, 1.84, -4.38)
C (2.29, 1.63, -3.31)
C (-1.44, -2.02, 1.21)
C (-2.00, -3.08, 1.90)
C (-2.59, -2.86, 3.13)
C (-2.63, -1.57, 3.64)
C (-2.04, -0.55, 2.92)
N (-1.45, -0.77, 1.75)
H (-0.60, -3.23, -1.92)
H (-1.65, -4.03, -0.72)
H (0.13, -4.01, -0.53)
H (2.30, -1.75, -3.22)
H (3.86, -1.39, -5.13)
H (4.39, 0.91, -5.86)
H (3.39, 2.85, -4.69)
H (1.85, 2.47, -2.78)
H (-1.95, -4.07, 1.47)
H (-3.02, -3.68, 3.68)
H (-3.10, -1.36, 4.59)
H (-2.03, 0.47, 3.27)
S (-0.67, 2.67, 1.65)
C (-2.02, 3.38, 0.79)
C (-2.48, 4.65, 1.14)
C (-3.55, 5.21, 0.48)
C (-4.19, 4.51, -0.54)
C (-3.74, 3.25, -0.89)
C (-2.65, 2.67, -0.23)
S (-2.09, 1.09, -0.74)
H (-1.97, 5.19, 1.93)
H (-3.90, 6.20, 0.75)
H (-5.03, 4.94, -1.06)
H (-4.23, 2.69, -1.68)
N (8.52, -1.81, 0.15)
C (7.15, -1.99, 0.26)
C (6.60, -2.64, 1.36)
C (5.24, -2.85, 1.45)
C (4.41, -2.44, 0.42)
C (4.94, -1.79, -0.69)
C (6.30, -1.57, -0.77)
S (2.67, -2.70, 0.50)
O (2.23, -2.98, -0.84)
O (2.40, -3.68, 1.53)
N (2.00, -1.27, 0.87)
C (2.08, -0.75, 2.07)
N (2.95, -1.16, 3.03)
C (2.85, -0.61, 4.22)
C (1.91, 0.38, 4.54)
C (1.11, 0.80, 3.52)
N (1.19, 0.28, 2.28)
H (9.04, -1.85, 1.01)
H (8.83, -1.09, -0.48)
H (7.25, -2.98, 2.16)
H (4.80, -3.34, 2.31)
H (4.28, -1.48, -1.49)
H (6.71, -1.07, -1.64)
H (3.56, -0.97, 4.96)
H (1.85, 0.82, 5.53)
H (0.40, 1.60, 3.66)

The computed Mulliken charges, all in e, follow: 0.013 -1.981 0.585 1.829 -1.621 0.942 -0.880 0.198 -0.431 -0.618 -0.419 -0.585 -0.453 1.093 -1.070 -0.503 -1.000 -0.071 0.562 0.386 0.590 0.293 0.446 0.406 0.401 0.403 0.450 0.426 0.432 0.430 0.477 -0.324 0.735 -0.748 -0.539 -0.566 -0.755 0.654 -0.379 0.419 0.365 0.358 0.436 -0.562 1.097 -0.827 -0.220 -0.795 -0.276 -0.790 1.650 -0.724 -0.832 0.223 -0.053 -0.423 -0.132 -1.151 0.111 0.281 0.218 0.219 0.285 0.463 0.298 0.323 0.421 0.417 0.388

# 3
C6H9N3OSe | the ωB97M-V functional and the def2-TZVPD basis

HOMO level = -7.23 eV
Kohn-Sham gap = 7.74 eV
Energy = -2874.78514 hartree
Energy relative to the best compared isomer or geometry (same formula, charge and spin) = 100.3 kcal per mole

Atoms and positions in Å:
C (1.43, -0.15, 0.15)
C (0.05, -1.94, 0.02)
C (0.51, 0.81, 0.12)
C (-1.57, -0.26, 0.00)
C (0.64, -3.25, 0.06)
C (0.27, 3.27, -0.07)
N (-1.12, -1.57, 0.06)
N (-0.83, 0.76, 0.12)
N (-2.91, -0.11, -0.04)
O (1.01, 2.08, 0.14)
Se (3.17, -0.26, -0.02)
H (1.68, -3.39, -0.45)
H (0.66, -3.49, 1.05)
H (0.00, -4.02, -0.35)
H (-0.56, 3.29, 0.83)
H (-0.35, 3.14, -0.90)
H (0.87, 4.18, 0.04)
H (-3.39, -0.58, 0.69)
H (-3.16, 0.81, -0.44)
H (3.61, 0.69, -0.99)

The computed Mulliken charges, all in e, follow: -0.235 0.890 0.465 0.317 -1.231 -0.660 -0.565 -0.436 -0.473 -0.377 -0.027 0.273 0.320 0.398 0.218 0.328 0.257 0.216 0.251 0.072

# 4
C2H8N2S | the ωB97M-V functional and the def2-TZVPD basis

HOMO level = -8.34 eV
Kohn-Sham gap = 9.03 eV
Energy = -588.54022 hartree
Energy relative to the best compared isomer or geometry (same formula, charge and spin) = 87.6 kcal per mole

Atoms and positions in Å:
C (-1.45, 1.83, 2.06)
C (-1.76, 1.01, 1.05)
N (2.00, -0.82, -0.50)
N (0.07, -1.15, -1.85)
S (1.57, -1.34, -2.04)
H (-0.66, 2.65, 2.18)
H (-2.00, 1.67, 2.93)
H (1.95, -2.79, -1.91)
H (-2.59, 0.24, 1.22)
H (-1.23, 0.80, 0.22)
H (2.95, -0.76, -0.30)
H (1.57, 0.01, -0.32)
H (-0.43, -1.37, -2.74)

The computed Mulliken charges, all in e, follow: -0.398 -0.449 -0.429 -0.529 0.187 0.215 0.210 0.115 0.157 0.251 0.247 0.223 0.200